Record 1
Entry from the Open Molecules 2025 dataset: a cluster of 2 separate species, C7H12 in total (ωB97M-V with the def2-TZVPD basis set).

Last column: natural (NBO) charge in e.
Cartesian coordinates (Å):
C1 1.6949 -0.9564 0.5673  -0.584
C2 1.4479 0.5002 0.1698  -0.313
C3 0.4088 1.2156 0.9935  -0.174
C4 -0.5134 1.7606 0.1845  -0.240
C5 -0.1896 1.4217 -1.2096  -0.237
C6 0.9325 0.6863 -1.2324  -0.174
H1 0.7835 -1.5513 0.4618  0.210
H2 2.0311 -1.0297 1.6056  0.209
H3 2.4700 -1.4063 -0.0606  0.209
H4 2.3996 1.0493 0.2659  0.239
H5 0.4359 1.2714 2.0771  0.212
H6 -1.3735 2.3487 0.4904  0.216
H7 -0.7733 1.7326 -2.0696  0.215
H8 1.4270 0.2792 -2.1088  0.212
C7 -2.2413 -1.4612 -0.0279  -0.848
H9 -2.2473 -1.5824 -1.1135  0.213
H10 -2.3040 -0.3996 0.2291  0.218
H11 -3.0814 -2.0057 0.4082  0.210
H12 -1.3074 -1.8729 0.3691  0.206

LUMO energy   1.03 eV
E_HOMO   -8.542 eV
Relative energy (zero: lowest compared OMol25 entry of this formula, charge and spin)   19.67 kcal per mole

***

Record 2
Entry from the Open Molecules 2025 dataset: the molecule C7H12 (ωB97M-V with the def2-TZVPD basis set).

Last column: natural (NBO) charge in e.
Cartesian coordinates (Å):
C1 2.4945 0.0970 -0.7008  -0.598
C2 1.1117 -0.5349 -0.8603  -0.572
C3 0.5704 -1.2138 0.3376  0.147
C4 -0.6889 1.4369 0.9565  -0.624
C5 -1.4811 0.1416 0.9111  -0.148
C6 -1.9188 -0.4937 -0.3550  -0.421
C7 -0.8704 -1.2195 0.4874  -0.401
H1 2.9654 0.2723 -1.6746  0.205
H2 3.1392 -0.5513 -0.1002  0.222
H3 2.4178 1.0643 -0.1905  0.202
H4 0.4469 0.1223 -1.4486  0.178
H5 1.2145 -1.4594 -1.4689  0.273
H6 0.1791 1.3568 1.6198  0.221
H7 -0.3378 1.7424 -0.0344  0.211
H8 -1.3307 2.2377 1.3404  0.222
H9 -2.1499 0.0176 1.7603  0.223
H10 -2.8998 -0.9590 -0.4007  0.226
H11 -1.5968 -0.0326 -1.2851  0.214
H12 -1.2654 -2.0247 1.1062  0.222

LUMO energy   0.53 eV
E_HOMO   -7.796 eV
Relative energy (zero: lowest compared OMol25 entry of this formula, charge and spin)   90.90 kcal per mole

***

Record 3
Entry from the Open Molecules 2025 dataset: the molecule C7H12 in a non-equilibrium geometry (ωB97M-V with the def2-TZVPD basis set).

Last column: natural (NBO) charge in e.
Cartesian coordinates (Å):
C1 2.3589 0.3919 -0.7202  -0.604
C2 1.0981 -0.4739 -0.7949  -0.394
C3 0.2707 -0.3917 0.4929  -0.236
C4 -0.4510 0.9534 0.7639  -0.420
C5 -1.8264 0.3179 0.7334  -0.188
C6 -1.9976 -0.5705 -0.4170  -0.450
C7 -1.0534 -1.2053 0.5698  -0.277
H1 2.9340 0.3448 -1.6520  0.211
H2 3.0173 0.0644 0.0931  0.202
H3 2.1091 1.4447 -0.5387  0.201
H4 0.5038 -0.1533 -1.6608  0.191
H5 1.3808 -1.5172 -0.9876  0.208
H6 0.9279 -0.6796 1.3208  0.206
H7 -0.3522 1.7354 0.0076  0.198
H8 -0.1757 1.3626 1.7398  0.218
H9 -2.6865 0.6066 1.3423  0.221
H10 -2.9512 -1.0685 -0.5471  0.230
H11 -1.5812 -0.1659 -1.3326  0.220
H12 -1.5255 -0.9959 1.5874  0.262

LUMO energy   1.14 eV
E_HOMO   -7.940 eV
Relative energy (zero: lowest compared OMol25 entry of this formula, charge and spin)   77.60 kcal per mole

***

Record 4
Entry from the Open Molecules 2025 dataset: the molecule C7H12 in a non-equilibrium geometry (ωB97M-V with the def2-TZVPD basis set).

Last column: natural (NBO) charge in e.
Cartesian coordinates (Å):
C1 -2.0552 -0.3760 0.9071  -0.620
C2 -1.2785 -0.5868 -0.3942  -0.157
C3 -0.2987 0.3568 -1.1356  -0.283
C4 0.9995 1.0863 -0.8963  -0.354
C5 1.3875 0.8974 0.5643  -0.419
C6 0.9686 -0.5796 0.7599  -0.423
C7 0.1841 -0.9456 -0.5198  -0.252
H1 -2.9446 0.2324 0.6931  0.220
H2 -2.4146 -1.3250 1.3286  0.215
H3 -1.4901 0.1450 1.6836  0.211
H4 -1.9466 -0.9677 -1.1645  0.223
H5 -0.5478 0.3332 -2.1982  0.204
H6 1.7185 0.2635 -1.4426  0.158
H7 1.1201 2.0763 -1.3482  0.214
H8 2.4644 1.0335 0.6689  0.208
H9 0.8979 1.5824 1.2704  0.202
H10 0.4005 -0.7416 1.6825  0.210
H11 1.8367 -1.2390 0.8155  0.213
H12 0.9983 -1.2455 -1.2746  0.231

LUMO energy   1.06 eV
E_HOMO   -8.504 eV
Relative energy (zero: lowest compared OMol25 entry of this formula, charge and spin)   74.70 kcal per mole

***

Record 5
Entry from the Open Molecules 2025 dataset: a cluster of 2 separate species, C7H12 in total (ωB97M-V with the def2-TZVPD basis set).

Last column: natural (NBO) charge in e.
Cartesian coordinates (Å):
C1 0.9414 -1.2774 -2.3574  -0.855
C2 -1.3896 -0.6789 -0.5741  0.083
C3 -0.6148 -0.8527 0.7021  -0.571
C4 -0.4814 0.5193 1.3975  -0.298
C5 0.9138 0.8813 1.9061  -0.599
C6 -0.9661 1.4320 0.3139  -0.021
C7 -1.3703 0.7586 -0.7871  -0.390
H1 1.3897 -0.3851 -1.9086  0.203
H2 1.4821 -2.1686 -2.0277  0.211
H3 0.9770 -1.1990 -3.4457  0.215
H4 -0.1053 -1.3663 -2.0424  0.236
H5 -1.0501 -1.6354 1.3328  0.238
H6 0.3781 -1.2349 0.4112  0.260
H7 -1.1907 0.5544 2.2365  0.226
H8 1.6367 0.8626 1.0817  0.208
H9 1.2449 0.1613 2.6615  0.217
H10 0.9343 1.8801 2.3556  0.211
H11 -0.9924 2.5150 0.4385  0.208
H12 -1.7371 1.2336 -1.6943  0.218

LUMO energy   -0.24 eV
E_HOMO   -8.013 eV
Relative energy (zero: lowest compared OMol25 entry of this formula, charge and spin)   81.87 kcal per mole

***

Record 6
Entry from the Open Molecules 2025 dataset: a structure of composition C7H12 (ωB97M-V with the def2-TZVPD basis set).

Last column: natural (NBO) charge in e.
Cartesian coordinates (Å):
C1 -2.8165 0.0194 0.3033  -0.603
C2 -1.4685 -0.2586 -0.3547  -0.391
C3 -0.5014 0.9192 -0.2355  -0.441
C4 0.8272 0.6979 -0.9196  -0.163
C5 2.0595 1.3480 -0.3648  -0.125
C6 2.1801 0.0297 -0.2014  -0.270
C7 2.6586 -0.9028 0.8757  -0.620
H1 -2.6936 0.2416 1.3696  0.205
H2 -3.3112 0.8799 -0.1621  0.205
H3 -3.4846 -0.8431 0.2137  0.213
H4 -1.0119 -1.1470 0.1044  0.194
H5 -1.6165 -0.5000 -1.4161  0.197
H6 -0.3184 1.1687 0.8166  0.219
H7 -0.9402 1.8137 -0.7013  0.229
H8 1.3013 -0.6168 -0.8181  0.252
H9 0.7673 0.5105 -1.9958  0.221
H10 3.4548 -0.3815 1.4140  0.244
H11 3.0516 -1.8440 0.4788  0.214
H12 1.8623 -1.1348 1.5934  0.219

LUMO energy   0.86 eV
E_HOMO   -8.721 eV
Relative energy (zero: lowest compared OMol25 entry of this formula, charge and spin)   114.48 kcal per mole